The following is a quantum chemistry calculation of a 3-piece molecular cluster, C34H59NO10P2 overall, from the OMol25 dataset.

For the HOMO energy, the calculation gives -9.1015 eV. As for the energy: -76758.4096 eV. Its SMILES is C#Cc1ccc(CCCCCCCCCCCC)c2c1C(=O)NC2=O.CCOP(=O)(OCC)OCC.CCOP(=O)(OCC)OCC.

```
! RIJCOSX wB97M-V def2-TZVPD def2/J DEFGRID3
* xyz 0 1
C 9.89470 -2.98371 0.22465
C 8.98359 -2.21902 0.08501
C 7.72759 -1.52453 0.25137
C 6.53691 -2.03033 -0.27394
C 5.31943 -1.37959 -0.11416
C 5.24073 -0.19249 0.61975
C 3.97058 0.58645 0.89082
C 2.65744 -0.16429 0.59157
C 2.48044 -1.50865 1.32332
C 1.39114 -2.34765 0.58413
C 0.24613 -2.82619 1.49183
C -0.53971 -1.69455 2.18711
C -1.61953 -1.05542 1.26658
C -1.61021 0.48890 1.24543
C -0.73092 1.11035 0.12351
C -1.49200 2.04785 -0.82626
C -0.45104 2.65433 -1.80606
C 0.07377 1.56359 -2.76659
C 6.44041 0.30802 1.13304
C 7.66806 -0.32124 0.95071
C 8.75017 0.51249 1.60933
O 9.89457 0.25220 1.82116
N 8.09357 1.72791 1.95767
C 6.67660 1.58023 1.92532
O 5.90175 2.34662 2.41834
H 10.74182 -3.62796 0.28922
H 6.59822 -2.95892 -0.83448
H 4.41873 -1.80679 -0.54250
H 3.93571 0.99352 1.90372
H 3.99736 1.46720 0.23100
H 1.84917 0.48328 0.95050
H 2.49148 -0.23644 -0.49119
H 3.40623 -2.07932 1.42697
H 2.12277 -1.31655 2.34114
H 0.93097 -1.69690 -0.17496
H 1.84921 -3.16604 0.01596
H 0.61828 -3.57311 2.20423
H -0.48719 -3.35508 0.86392
H -1.00054 -2.14874 3.07227
H 0.09851 -0.88673 2.56539
H -1.49559 -1.46185 0.25506
H -2.59417 -1.34796 1.67384
H -2.62093 0.90936 1.19205
H -1.18764 0.82121 2.20388
H 0.05512 1.71147 0.59578
H -0.26336 0.29446 -0.44069
H -1.87004 2.88219 -0.22123
H -2.29620 1.53179 -1.35984
H -0.83743 3.53645 -2.32271
H 0.39289 2.96121 -1.17386
H -0.71592 0.82146 -2.93751
H 0.90634 1.01564 -2.31436
H 0.40769 1.97746 -3.72125
H 8.41460 2.52083 1.41309
C 1.39566 -1.85331 -7.55421
C 0.02905 -1.77538 -6.90203
O -0.33702 -2.98456 -6.24560
P 0.41955 -3.44113 -4.85785
O 0.50364 -2.16460 -4.09718
O -0.82805 -4.17698 -4.10053
C -1.31582 -3.70054 -2.84560
C -2.46798 -2.73587 -3.04362
O 0.90548 -4.90349 -5.36837
C 1.17330 -5.30123 -6.70943
C 2.65435 -5.22095 -7.03225
H 2.16912 -2.08677 -6.81717
H 1.64920 -0.90585 -8.03096
H 1.41892 -2.63310 -8.31739
H -0.01924 -0.92990 -6.21286
H -0.72859 -1.60051 -7.66801
H -0.51550 -3.24586 -2.26180
H -1.66204 -4.57291 -2.28785
H -2.20641 -1.93216 -3.73272
H -2.77499 -2.29769 -2.09193
H -3.32352 -3.25525 -3.47951
H 0.57729 -4.75995 -7.43931
H 0.85307 -6.34283 -6.77684
H 3.05725 -4.23550 -6.79478
H 2.82752 -5.42976 -8.08870
H 3.21402 -5.94689 -6.44130
C -8.22173 3.08392 4.13844
C -7.20429 3.80812 3.27870
O -6.14041 4.36901 4.04028
P -5.01545 3.39672 4.74280
O -4.73885 2.39305 3.67766
O -3.68919 4.34462 4.64093
C -2.53960 3.93070 3.90440
C -2.58963 4.45751 2.48495
O -5.21126 3.93802 6.26155
C -6.38365 4.51768 6.82485
C -7.20233 3.49384 7.59029
H -7.75091 2.27807 4.70820
H -9.01069 2.65344 3.52077
H -8.68532 3.76733 4.85195
H -6.81797 3.14565 2.50188
H -7.68929 4.64220 2.76831
H -2.43467 2.84651 3.92002
H -1.66771 4.34296 4.41588
H -3.52638 4.20450 1.98739
H -1.76111 4.05836 1.89677
H -2.52478 5.54741 2.48354
H -6.98984 5.04486 6.09304
H -6.02932 5.27925 7.52237
H -7.41675 2.61956 6.97443
H -8.14371 3.93051 7.92633
H -6.65367 3.14281 8.46502
*
```


The following is a quantum chemistry calculation of C34H60AsGeN5O6S2Si3Sn as an isolated structure, from the OMol25 dataset.

For the HOMO energy (spin up / spin down), the calculation gives -8.9976 / -10.2928 eV. The energy above the lowest of the compared OMol25 structures with the same formula, charge and spin comes out at 1.5 kJ/mol. As for the energy: -224455.5164 eV.

```
! RIJCOSX wB97M-V def2-TZVPD def2/J DEFGRID3
* xyz 1 2
Sn -0.23849 0.15581 -0.22321
O -1.82649 0.85930 1.41116
As -1.49340 0.11165 3.08606
O -0.72889 -1.31266 4.75409
O 0.21558 -0.29456 2.41898
C -2.70192 -1.40383 2.73607
C -3.43407 -1.62589 3.90457
C -4.49668 -2.51648 3.95052
C -4.84844 -3.22466 2.81662
C -4.12930 -3.03984 1.64597
C -3.07573 -2.13492 1.59847
S -2.26908 -2.04632 0.01821
O -0.80719 -1.83123 0.37437
O -2.47333 -3.30607 -0.62945
O -2.70074 -0.85155 -0.69035
H -1.55643 1.82021 1.41738
H -3.15686 -1.09801 4.80884
H -5.03895 -2.65605 4.87600
H -5.67062 -3.92700 2.83776
H -4.36996 -3.60686 0.75767
C 3.14139 -2.90902 -0.51303
C 4.08291 -2.61805 0.46379
C 3.85657 -1.55579 1.31783
C 2.70428 -0.78399 1.17218
N 1.81485 -1.06387 0.21502
C 2.02249 -2.10491 -0.59463
C 2.46845 0.35298 2.09200
C 3.52621 1.21518 2.37198
C 3.41108 2.22310 3.31437
C 2.22461 2.34355 4.02105
C 1.15291 1.50364 3.75442
C 1.24735 0.52510 2.76553
H 3.26866 -3.73381 -1.20031
H 4.97876 -3.21799 0.56212
H 4.55301 -1.31713 2.10963
H 1.25127 -2.29000 -1.33275
H 4.45473 1.09112 1.82761
H 4.24150 2.88686 3.50997
H 2.12310 3.09619 4.79248
H 0.24631 1.60249 4.33537
C 1.03159 3.32165 -2.67720
Si 1.63693 1.64406 -3.25954
C 3.07980 1.14329 -2.16453
C 2.17137 1.74200 -5.05301
Ge -0.13971 0.06053 -3.06450
Si 0.25530 -2.00203 -4.21514
C -0.70033 -3.41385 -3.45068
C -0.32387 -1.69617 -5.97132
C 2.09390 -2.38207 -4.26356
Si -2.25481 1.06719 -3.55111
C -2.02699 2.01684 -5.15540
C -3.58827 -0.21990 -3.77347
C -2.68451 2.28023 -2.18328
H 1.84704 4.04996 -2.70075
H 0.68289 3.24553 -1.64444
H 0.21920 3.70545 -3.29651
H 3.93403 1.80078 -2.34750
H 3.40093 0.11494 -2.34708
H 2.81023 1.23705 -1.10804
H 2.96203 2.48762 -5.17203
H 1.33800 2.03267 -5.69597
H 2.55713 0.78744 -5.41538
H -1.76578 -3.18476 -3.39322
H -0.37983 -3.65014 -2.43396
H -0.57799 -4.31409 -4.05920
H -1.39107 -1.47349 -6.01488
H -0.14336 -2.58560 -6.58135
H 0.21570 -0.86352 -6.42766
H 2.53624 -2.48754 -3.27273
H 2.64393 -1.59711 -4.78617
H 2.26072 -3.31717 -4.80548
H -1.75200 1.35072 -5.97602
H -1.25430 2.78363 -5.07186
H -2.96146 2.51340 -5.43092
H -3.34776 -0.90260 -4.59094
H -4.53453 0.26859 -4.02171
H -3.72970 -0.80215 -2.86377
H -1.90413 3.04232 -2.09682
H -2.82042 1.78067 -1.22106
H -3.61833 2.79491 -2.42653
C 3.21826 -3.63703 4.34838
N 2.04316 -3.68472 3.50843
C 1.73489 -4.83185 2.65048
C 0.40052 -4.40617 2.03384
N -0.10495 -3.50359 3.06931
C 0.90074 -3.04529 3.80790
S 0.72937 -1.81873 4.97445
H 4.08784 -3.92297 3.75863
H 3.13389 -4.30834 5.20729
H 3.36430 -2.61741 4.70684
H 1.63437 -5.73980 3.25441
H 2.51900 -4.98012 1.90967
H -0.27846 -5.23882 1.86949
H 0.53804 -3.86155 1.09747
H -0.96585 -2.97918 3.00164
C -2.90362 4.52965 1.37312
C -1.39671 4.62443 1.58778
C -1.06792 4.57350 3.07441
C -0.85753 5.90759 0.95630
N -0.83486 3.41062 0.93804
N 0.58183 3.28772 0.88705
H -3.40700 5.38200 1.82866
H -3.30320 3.61572 1.81643
H -3.14761 4.52655 0.30751
H -1.51949 5.42216 3.58838
H 0.00932 4.61792 3.24790
H -1.45614 3.65569 3.52261
H -1.36068 6.77572 1.38253
H -1.03312 5.91488 -0.12241
H 0.21091 6.03998 1.13773
H -1.15628 3.39767 -0.02783
H 0.91750 3.03142 1.80856
H 1.02224 4.16634 0.62533
*
```


Look up the energy of the second one.
-224455.5164 eV


Among the records above, which one has the highest energy?
C34H59NO10P2


Among the records above, which one has the highest energy?
C34H59NO10P2